Version a
# C7H7N

An isolated molecule of C7H7N (ωB97M-V/def2-TZVPD, the OMol25 dataset).

Output
Total charge ... 0
LUMO level (spin up / spin down) ... -1.04 / -1.18 eV
SMILES string ... CC[C@@H]1C=C=C=C=N1
HOMO level (spin up / spin down) ... -0.3299 / -0.2929 Ha
Gap between HOMO and LUMO (spin up / spin down) ... 0.292 / 0.249 hartree
2S+1 ... 1

Cartesian coordinates (Å):
1 C 0.50 -1.76 -0.94
2 C -0.66 -0.73 -0.73
3 C -0.08 0.68 -0.14
4 C 0.68 0.43 1.34
5 C 0.40 1.53 2.01
6 C -0.63 2.33 1.96
7 C -1.23 2.72 0.67
8 N -0.87 1.84 -0.19
9 H 0.07 -2.73 -1.20
10 H 1.21 -2.01 -0.04
11 H 1.07 -1.21 -1.70
12 H -1.46 -1.07 -0.03
13 H -1.11 -0.46 -1.68
14 H 0.78 0.86 -0.77
15 H 1.32 -0.42 1.43

---

Version b
# C7H7N

An isolated molecule of C7H7N (ωB97M-V/def2-TZVPD, the OMol25 dataset).

Output
Total charge ... 0
LUMO level ... 0.81 eV
SMILES string ... C#C[C@@H]1[C@@H](N)[C@@H]1C#C
HOMO level ... -0.3284 Ha
Gap between HOMO and LUMO ... 0.358 hartree
2S+1 ... 1

Cartesian coordinates (Å):
1 C 2.98 -0.35 -0.39
2 C 1.79 -0.41 0.00
3 C 0.55 -0.52 0.65
4 C -0.72 -0.78 -0.26
5 N -1.99 -1.69 -0.60
6 C -0.69 0.24 0.76
7 C -0.69 1.61 0.35
8 C -0.69 2.69 -0.41
9 H 3.97 -0.36 -0.56
10 H 0.81 -1.24 1.58
11 H -0.25 -0.38 -1.35
12 H -1.37 -2.60 -0.56
13 H -2.75 -1.92 0.33
14 H -0.99 -0.03 1.89
15 H -0.68 3.46 -1.32

---

Version c
# C7H7N

An isolated molecule of C7H7N (ωB97M-V/def2-TZVPD, the OMol25 dataset).

Output
Total charge ... 0
LUMO level (spin up / spin down) ... -0.65 / -0.65 eV
SMILES string ... C1=CC2=CCCC2=N1
HOMO level (spin up / spin down) ... -0.3037 / -0.3037 Ha
Gap between HOMO and LUMO (spin up / spin down) ... 0.280 / 0.280 hartree
2S+1 ... 1

Cartesian coordinates (Å):
1 C 2.59 -0.91 -0.70
2 C 1.40 -1.54 -0.99
3 C 0.29 -0.75 -0.50
4 C -1.18 -0.69 -0.37
5 C -1.32 0.63 0.36
6 C 0.09 1.24 0.73
7 C 1.17 0.40 0.10
8 N 2.56 0.33 -0.01
9 H 3.55 -1.33 -0.95
10 H 1.34 -2.48 -1.51
11 H -1.91 -1.40 -0.68
12 H -1.91 0.50 1.27
13 H -1.86 1.34 -0.27
14 H 0.21 1.20 1.82
15 H 0.15 2.29 0.44

---

Version d
# C7H7N

An isolated molecule of C7H7N (ωB97M-V/def2-TZVPD, the OMol25 dataset).

Output
Total charge ... 0
LUMO level ... 1.09 eV
SMILES string ... C1=C[C@@H]2[C@@H]3C=C[C@H]1N23
HOMO level ... -0.3206 Ha
Gap between HOMO and LUMO ... 0.361 hartree
2S+1 ... 1

Cartesian coordinates (Å):
1 C 1.03 1.15 -0.01
2 C 1.58 0.06 -0.49
3 C 0.83 -1.19 0.08
4 C -0.68 -1.29 0.02
5 C -1.46 -0.21 -0.62
6 C -1.30 0.99 0.01
7 C -0.07 0.77 1.02
8 N -0.04 -0.71 1.22
9 H 1.21 2.15 -0.69
10 H 2.41 -0.21 -1.25
11 H 1.42 -2.16 0.27
12 H -1.15 -2.23 0.07
13 H -2.05 -0.42 -1.53
14 H -1.70 1.97 -0.14
15 H -0.05 1.34 2.05

---

Most stable structure: version c

---

Version a
# C2H6O2

An isolated molecule of C2H6O2 (ωB97M-V/def2-TZVPD, the OMol25 dataset).

Output
Total charge ... 0
LUMO level ... 0.75 eV
SMILES string ... OCCO
HOMO level ... -0.3630 Ha
Gap between HOMO and LUMO ... 0.391 hartree
2S+1 ... 1

Cartesian coordinates (Å):
1 O 1.54 -0.05 -0.31
2 C 0.43 0.76 -0.23
3 C -0.85 -0.10 0.12
4 O -0.47 -1.37 -0.47
5 H 1.22 -0.93 -0.01
6 H 0.57 1.50 0.49
7 H 0.29 1.28 -1.21
8 H -1.74 0.25 -0.33
9 H -0.93 -0.19 1.17
10 H -0.67 -2.07 0.16

---

Version b
# C2H6O2

A cluster of 2 separate species, C2H6O2 in total (ωB97M-V/def2-TZVPD, the OMol25 dataset).

Output
Total charge ... 0
LUMO level ... 0.82 eV
SMILES string ... O=CO.C
HOMO level ... -0.4040 Ha
Gap between HOMO and LUMO ... 0.434 hartree
2S+1 ... 1

Cartesian coordinates (Å):
1 O -1.79 4.17 -1.71
2 C -1.89 5.36 -1.61
3 O -2.59 6.15 -2.43
4 H -1.58 5.82 -0.69
5 H -2.96 5.54 -3.10
6 C 2.20 -5.44 1.94
7 H 3.17 -5.90 1.91
8 H 1.65 -5.61 2.86
9 H 1.56 -5.73 1.10
10 H 2.23 -4.36 1.72

---

Most stable structure: version b

---

Version a
# C2H6O2

A cluster of 2 separate species, C2H6O2 in total (ωB97M-V/def2-TZVPD, the OMol25 dataset).

Output
Total charge ... 0
LUMO level (spin up / spin down) ... 0.78 / 0.78 eV
HOMO level (spin up / spin down) ... -0.3057 / -0.3057 Ha
Gap between HOMO and LUMO (spin up / spin down) ... 0.334 / 0.334 hartree
2S+1 ... 1

Cartesian coordinates (Å):
1 C 0.44 -0.89 0.01
2 C -0.30 0.40 -0.32
3 O -1.02 0.28 -1.47
4 O 0.38 1.54 -0.46
5 H -0.41 -1.61 -0.11
6 H 1.30 -0.87 -0.74
7 H 0.87 -0.98 1.05
8 H -1.30 0.67 1.36
9 H -1.25 1.22 -1.75
10 H 0.99 1.64 0.19

---

Version b
# C2H6O2

An isolated molecule of C2H6O2 (ωB97M-V/def2-TZVPD, the OMol25 dataset).

Output
Total charge ... 0
LUMO level ... 0.84 eV
SMILES string ... OCCO
HOMO level ... -0.3790 Ha
Gap between HOMO and LUMO ... 0.410 hartree
2S+1 ... 1

Cartesian coordinates (Å):
1 O 0.94 1.26 -0.29
2 C 0.70 0.04 0.43
3 C -0.66 -0.55 0.11
4 O -0.81 -0.81 -1.27
5 H 0.26 1.88 0.06
6 H 1.47 -0.63 0.04
7 H 0.82 0.19 1.53
8 H -1.44 0.16 0.44
9 H -0.79 -1.50 0.68
10 H -0.48 -0.05 -1.74

---

Most stable structure: version b